No. 1
This record from OMol25 describes a molecular structure, C7H13N4O2S. The level of theory is wB97M-V/def2-TZVPD.

Element x y z (Å)
C 2.019 -1.571 1.175
C -0.982 -0.492 -1.361
C -1.337 1.078 0.670
C -0.104 0.658 -1.936
C -0.323 2.085 -0.017
C 0.318 -1.853 2.954
C -2.227 -1.183 0.568
N 1.283 -1.418 2.270
N -1.462 -0.212 -0.013
N -2.392 -2.385 0.087
N 0.604 1.204 -0.737
O -2.876 -3.174 -0.669
O 1.846 -0.897 0.107
S -2.975 -1.375 2.136
H 2.769 -2.346 1.301
H -1.836 -0.805 -1.951
H -0.400 -1.433 -1.440
H -0.868 0.838 1.666
H -2.245 1.745 0.688
H 0.616 0.343 -2.601
H -0.776 1.483 -2.357
H -0.770 2.600 -0.789
H 0.239 2.723 0.774
H -0.394 -2.603 2.838
H 0.250 -1.373 4.001
H 1.202 0.345 -0.153
H 1.398 1.670 -1.085

Properties
Charge: +1
Spin multiplicity: 3
LUMO (alpha / beta): -3.35 / -4.74 eV
ΔE to the lowest compared entry with this formula, charge and spin: 41.2 kJ/mol
Kohn-Sham gap (alpha / beta): 7.604 / 7.159 eV
Maximum force: 4.66 eV/A
DFT total energy: -1041.7445 Ha

No. 2
This record from OMol25 describes a gas-phase ion, C7H13N4O3 (charge +1). The level of theory is wB97M-V/def2-TZVPD.

Element x y z (Å)
H 0.900 -1.768 2.213
N 0.565 -0.954 1.717
N -0.606 -0.900 1.199
C -1.599 -1.941 1.292
C -0.776 0.048 0.188
C -1.932 0.347 -0.551
N -1.791 1.123 -1.648
O -3.120 0.062 -0.164
C 0.423 0.797 -0.076
C 0.869 1.679 1.037
C 1.413 0.188 -0.732
C 2.814 0.674 -0.684
N 1.163 -1.025 -1.430
O 2.158 -1.668 -1.663
O 0.023 -1.300 -1.754
H -2.319 -1.564 2.104
H -2.141 -2.181 0.335
H -1.138 -2.783 1.654
H -0.951 1.322 -2.155
H -2.522 1.386 -2.295
H -4.072 0.322 -0.578
H 0.131 1.823 1.780
H 1.215 2.648 0.653
H 1.798 1.237 1.518
H 3.238 0.242 0.176
H 2.993 1.741 -0.477
H 3.264 0.445 -1.658

Properties
Charge: +1
LUMO (alpha / beta): -4.71 / -4.70 eV
ΔE to the lowest compared entry with this formula, charge and spin: 686.1 kJ/mol
Kohn-Sham gap (alpha / beta): 7.712 / 7.719 eV
Maximum force: 4.57 eV/A
DFT total energy: -718.7917 Ha
SMILES string: [H]/N=[N+](C)/C(=C(/N)O)C(/C)=C(/C)[N+](=O)[O-]

No. 3
This record from OMol25 describes 2 unconnected molecules or ions with the total composition C7H13N5O2. The level of theory is wB97M-V/def2-TZVPD.

Element x y z (Å)
C -3.650 0.639 -0.261
C -0.982 1.084 -0.113
C 0.482 -0.556 -1.161
C 1.355 1.159 0.221
C 1.519 -1.644 -0.545
C 2.159 0.241 1.089
C -2.520 -0.270 -0.381
N -4.518 1.373 -0.255
N 0.091 0.386 -0.152
N -2.476 -1.462 0.479
N -1.321 2.241 0.341
N 2.544 -0.945 0.301
O -3.506 -2.045 0.535
O -1.433 -1.725 0.989
H 0.948 -0.049 -1.946
H -0.382 -1.212 -1.386
H 1.067 2.042 0.832
H 1.806 1.583 -0.570
H 1.020 -2.376 0.185
H 1.936 -2.036 -1.454
H 3.118 0.644 1.514
H 1.507 -0.058 1.910
H -2.357 -0.466 -1.541
H -2.310 2.527 0.660
H -0.663 2.967 0.362
H 3.231 -1.592 0.746
H 3.335 -0.450 -0.399

Properties
Charge: +2
Spin multiplicity: 3
LUMO (alpha / beta): -7.39 / -11.82 eV
ΔE to the lowest compared entry with this formula, charge and spin: 550.9 kJ/mol
Kohn-Sham gap (alpha / beta): 7.181 / 6.522 eV
Maximum force: 6.25 eV/A
DFT total energy: -697.7640 Ha

No. 4
This record from OMol25 describes 2 unconnected molecules or ions with the total composition C7H13NO. The level of theory is wB97M-V/def2-TZVPD.

Element x y z (Å)
C -1.092 -1.817 -0.451
C -1.889 -0.572 -0.001
C -2.690 -0.600 1.229
C -1.903 0.512 -0.724
O -1.674 1.482 -1.346
H -0.936 -2.552 0.277
H -0.138 -1.452 -0.907
H -1.522 -2.100 -1.381
H -3.524 -1.342 1.302
H -3.172 0.401 1.413
H -2.007 -0.777 2.037
C 1.325 2.081 0.269
C 1.793 0.824 0.859
N 2.263 -0.234 0.371
C 2.423 -0.393 -0.993
H 1.956 2.869 0.686
H 0.295 2.355 0.456
H 1.433 2.107 -0.795
H 1.714 0.731 1.962
H 2.074 -1.427 -1.207
H 1.876 0.215 -1.733
H 3.395 -0.312 -1.322

Properties
LUMO: 0.78 eV
ΔE to the lowest compared entry with this formula, charge and spin: 283.6 kJ/mol
Kohn-Sham gap: 9.155 eV
Maximum force: 4.19 eV/A
DFT total energy: -404.4194 Ha
SMILES string: CC(C)=C=O.C/C=N\C

No. 5
This record from OMol25 describes 2 unconnected molecules or ions with the total composition C7H13NO. The level of theory is wB97M-V/def2-TZVPD.

Element x y z (Å)
C 1.991 -0.001 -1.577
C 1.738 0.932 -0.716
C 0.410 1.717 -0.832
O 2.687 1.249 0.264
H 2.875 -0.633 -1.398
H 1.318 -0.055 -2.379
H 0.071 1.759 0.148
H 0.715 2.595 -1.300
H -0.205 1.129 -1.566
H 2.125 1.817 0.830
C 1.826 -1.369 1.825
C 0.628 -0.934 1.498
N -0.393 -0.503 1.064
C -1.639 -1.249 0.733
C -2.629 -0.309 -0.027
H 1.951 -1.480 2.858
H 2.411 -1.462 1.014
H -2.074 -1.499 1.614
H -1.686 -2.191 0.129
H -2.071 0.116 -0.779
H -2.971 0.352 0.666
H -3.260 -0.942 -0.533

Properties
LUMO: 0.90 eV
ΔE to the lowest compared entry with this formula, charge and spin: 414.7 kJ/mol
Kohn-Sham gap: 9.419 eV
Maximum force: 4.05 eV/A
DFT total energy: -404.3695 Ha
SMILES string: C=C(C)O.C=C=NCC

No. 6
This record from OMol25 describes 2 unconnected molecules or ions with the total composition C7H13NO2. The level of theory is wB97M-V/def2-TZVPD.

Element x y z (Å)
C -2.110 0.323 0.795
C -1.198 0.310 -0.164
C -0.202 1.717 -0.521
C -0.023 1.697 -2.034
O 0.941 1.850 0.157
H -1.998 0.959 1.666
H -3.016 -0.269 0.745
H -1.338 -0.327 -1.034
H -0.874 2.537 -0.217
H -0.991 1.691 -2.529
H 0.531 0.804 -2.318
H 0.518 2.591 -2.335
H 1.036 1.025 0.927
C 2.158 -1.336 -0.587
C 1.029 -1.716 0.002
C 0.550 -1.091 1.250
N -0.333 -1.803 1.991
O 1.092 -0.076 1.759
H 2.600 -1.908 -1.387
H 2.813 -0.621 -0.112
H 0.392 -2.478 -0.428
H -0.690 -1.360 2.822
H -0.887 -2.519 1.554

Properties
LUMO: 0.00 eV
ΔE to the lowest compared entry with this formula, charge and spin: 335.0 kJ/mol
Kohn-Sham gap: 8.787 eV
Maximum force: 3.80 eV/A
DFT total energy: -479.6689 Ha
SMILES string: C=C[C@H](C)O.C=CC(N)=O

No. 7
This record from OMol25 describes a molecular structure, C7H13NO2PTc. The level of theory is wB97M-V/def2-TZVPD.

Element x y z (Å)
C 0.591 0.610 -2.245
C -0.479 -0.328 -2.655
C -0.252 -1.600 -2.117
C 1.060 -1.655 -1.620
C 1.635 -0.291 -1.479
Tc 0.924 1.305 -0.259
P -0.231 3.141 -0.864
H 0.956 1.292 -3.038
H -1.347 -0.049 -3.248
H -0.966 -2.432 -2.146
H 2.694 -0.217 -1.799
H 1.555 -2.556 -1.260
H -1.393 3.625 -0.267
H -0.617 3.292 -2.215
H 0.534 4.307 -0.719
N -1.356 -1.454 2.954
C -0.042 -0.746 3.044
C 0.323 -0.179 1.672
O 1.476 0.369 1.492
O -0.566 -0.114 0.791
H -2.112 -0.867 2.579
H -1.667 -1.780 3.878
H -1.298 -2.297 2.368
H -0.137 0.071 3.762
H 0.715 -1.445 3.392

Properties
Charge: +1
Spin multiplicity: 4
LUMO (alpha / beta): -3.95 / -3.71 eV
Kohn-Sham gap (alpha / beta): 5.889 / 6.704 eV
Maximum force: 4.47 eV/A
DFT total energy: -901.5048 Ha

No. 8
This record from OMol25 describes a single C7H13NO2S molecule. The level of theory is wB97M-V/def2-TZVPD.

Element x y z (Å)
C 0.996 -0.756 -3.515
O 0.955 -0.680 -2.076
C -0.200 -1.116 -1.595
N -1.365 -1.410 -2.054
S -2.457 -2.092 -1.068
O -1.395 -2.189 0.255
C -0.218 -1.474 0.135
C -0.247 -0.207 0.977
C 0.631 0.883 0.392
C 0.506 -0.564 2.293
C -1.649 0.376 1.199
H 1.299 0.305 -3.896
H -0.048 -0.925 -3.901
H 1.767 -1.457 -3.793
H 0.655 -2.009 0.296
H 1.631 0.432 0.254
H 0.724 1.685 0.994
H 0.149 1.165 -0.626
H 0.273 -1.609 2.382
H 1.516 -0.329 2.043
H 0.169 0.039 3.142
H -2.287 -0.393 1.731
H -1.895 0.806 0.139
H -1.436 1.133 1.909

Properties
LUMO: 0.75 eV
ΔE to the lowest compared entry with this formula, charge and spin: 358.4 kJ/mol
Kohn-Sham gap: 8.607 eV
Maximum force: 5.54 eV/A
DFT total energy: -877.8240 Ha
SMILES string: COC1=NSO[C@@H]1C(C)(C)C